{"formula": "C40H90BN6O20", "method": "ωB97M-V/def2-TZVPD", "homo_energy_ev": [-7.060, -7.028], "lumo_energy_ev": [-0.534, -5.649], "s_squared": 0.754, "charge": 0, "spin_multiplicity": 2, "gap_ha": [0.2398, 0.0507], "symbols": ["O", "C", "O", "B", "O", "C", "O", "O", "C", "O", "C", "O", "O", "C", "O", "C", "C", "N", "C", "C", "O", "C", "H", "H", "H", "H", "H", "H", "H", "H", "H", "H", "H", "H", "H", "H", "H", "C", "O", "C", "C", "N", "C", "C", "O", "C", "H", "H", "H", "H", "H", "H", "H", "H", "H", "H", "H", "H", "H", "H", "H", "C", "O", "C", "C", "N", "C", "C", "O", "C", "H", "H", "H", "H", "H", "H", "H", "H", "H", "H", "H", "H", "H", "H", "H", "C", "O", "C", "C", "N", "C", "C", "O", "C", "H", "H", "H", "H", "H", "H", "H", "H", "H", "H", "H", "H", "H", "H", "H", "C", "O", "C", "C", "N", "C", "C", "O", "C", "H", "H", "H", "H", "H", "H", "H", "H", "H", "H", "H", "H", "H", "H", "H", "C", "O", "C", "C", "N", "C", "C", "O", "C", "H", "H", "H", "H", "H", "H", "H", "H", "H", "H", "H", "H", "H", "H", "H"], "positions_angstrom": [[-4.2639, 2.9890, 0.0122], [-3.4785, 2.2463, 0.6781], [-3.6677, 1.0612, 1.2157], [-2.3344, 0.5651, 1.5620], [-1.4929, 1.8025, 1.7063], [-2.1323, 2.8205, 1.2254], [-1.7035, 3.9420, 0.9209], [-1.5805, -0.3147, 0.6313], [-1.0094, -1.3041, 1.2915], [-0.2640, -2.2011, 0.8482], [-1.6051, -1.2486, 2.7143], [-2.2922, -0.1404, 2.8370], [-1.3366, -2.0203, 3.6060], [3.0789, 2.5139, 1.8875], [2.1353, 3.4694, 1.5141], [2.4751, 4.7071, 2.1280], [1.3484, 5.8821, 1.8839], [1.8528, 6.4706, 0.6343], [1.1815, 7.7060, 0.1908], [1.7142, 8.1899, -1.2369], [1.5848, 7.1050, -2.1609], [0.2623, 6.9032, -2.7659], [4.0338, 2.6378, 1.3766], [2.6782, 1.5545, 1.5603], [3.2442, 2.2395, 2.9294], [3.5096, 4.8597, 1.8204], [2.6506, 4.5130, 3.1861], [1.4048, 6.5807, 2.7187], [0.3403, 5.4708, 1.8332], [1.8168, 5.8724, -0.1786], [1.2109, 8.5215, 0.9133], [0.1102, 7.5058, 0.1765], [2.7903, 8.3478, -1.1643], [1.3839, 9.1860, -1.5314], [0.2561, 6.0469, -3.4403], [0.2040, 7.8162, -3.3586], [-0.5423, 6.9060, -2.0306], [4.1771, 2.0374, -7.2767], [3.1383, 2.5502, -6.5421], [1.9526, 2.9895, -7.2877], [0.7970, 1.9759, -7.1013], [0.2035, 1.8826, -5.8083], [-0.5132, 3.0894, -5.4475], [-1.2583, 3.1873, -4.0624], [-0.3850, 3.7311, -3.0854], [-0.8437, 3.5610, -1.7049], [3.7740, 1.8936, -8.2791], [4.7989, 1.1975, -6.9669], [5.0036, 2.7416, -7.3723], [2.0187, 3.1833, -8.3583], [1.5523, 3.8911, -6.8241], [1.1622, 0.9662, -7.2890], [-0.0518, 1.9384, -7.7842], [0.9118, 1.8340, -5.0899], [-1.2663, 3.3089, -6.2042], [0.2414, 3.8750, -5.4080], [-1.5190, 2.1534, -3.8361], [-2.1176, 3.8396, -4.2177], [-0.9173, 2.4962, -1.4840], [-1.8979, 3.8002, -1.5647], [-0.2631, 4.0835, -0.9447], [3.1815, 1.1034, 9.5331], [3.7172, 0.4152, 8.3718], [2.7870, -0.3652, 7.6637], [3.5603, -1.2654, 6.5650], [2.5625, -2.0710, 5.8081], [1.7763, -1.3087, 4.8212], [2.6180, -0.6859, 3.6153], [3.3450, -1.6641, 2.7293], [4.6296, -2.0129, 3.2251], [2.9271, 0.4263, 10.3486], [2.2030, 1.5222, 9.2981], [4.0132, 1.7655, 9.7741], [1.9198, 0.1723, 7.2801], [2.2699, -1.0276, 8.3579], [4.0924, -2.0854, 7.0475], [4.2343, -0.6824, 5.9374], [1.9280, -2.4894, 6.4732], [1.3763, -0.4410, 5.3458], [0.9778, -1.9598, 4.4653], [3.3368, -0.0427, 4.1230], [1.8552, -0.1629, 3.0383], [5.2034, -2.1053, 2.3030], [4.5638, -2.9733, 3.7363], [5.2384, -1.4390, 3.9239], [-4.8520, 1.8630, -4.8450], [-4.7270, 0.4403, -4.7239], [-5.4080, -0.1215, -3.6802], [-4.8405, 0.1788, -2.3359], [-4.9626, -0.8968, -1.2845], [-6.2938, -1.4427, -1.2856], [-6.7051, -2.3462, -0.1141], [-6.3924, -1.5352, 1.1042], [-5.8624, -2.3223, 2.2799], [-4.1775, 2.3325, -4.1289], [-5.8755, 2.2277, -4.7584], [-4.4928, 2.3346, -5.7597], [-5.2263, -1.1662, -3.9325], [-6.4901, -0.0018, -3.6281], [-5.3122, 1.0978, -1.9878], [-3.7653, 0.3354, -2.4234], [-4.7615, -0.4535, -0.3995], [-6.5728, -1.9418, -2.2136], [-6.9045, -0.5405, -1.2519], [-6.0544, -3.2198, -0.0756], [-7.7567, -2.6129, -0.2193], [-5.1972, -3.0954, 1.8951], [-6.7345, -2.6704, 2.8335], [-5.2157, -1.7013, 2.8998], [4.1953, -3.1041, -2.3421], [3.4440, -3.7207, -1.3510], [4.1002, -3.6541, -0.0927], [3.3462, -4.5006, 1.0849], [2.1741, -3.7450, 1.3759], [1.5348, -4.1673, 2.5972], [1.2730, -5.6889, 2.7906], [0.8730, -6.2740, 1.5252], [0.3152, -7.5742, 1.8003], [5.1075, -2.6312, -1.9784], [3.8020, -2.1169, -2.5846], [4.2675, -3.7510, -3.2163], [4.1865, -2.6691, 0.3660], [5.0849, -4.1179, -0.1503], [4.1242, -4.5006, 1.8483], [3.1429, -5.5302, 0.7904], [2.5847, -2.8989, 1.7441], [0.6203, -3.5740, 2.6012], [2.0501, -3.7114, 3.4427], [0.6115, -5.7594, 3.6540], [2.2069, -6.2272, 2.9531], [0.2198, -8.0452, 0.8219], [-0.6448, -7.5129, 2.3129], [0.9549, -8.2854, 2.3228], [-2.5289, -5.4609, 1.5727], [-2.0919, -4.8662, 0.2955], [-3.2031, -4.2056, -0.4681], [-2.9599, -3.4069, -1.7622], [-1.7237, -2.5705, -1.6039], [-1.2468, -1.8406, -2.7826], [0.0097, -1.0002, -2.3894], [1.0188, -1.6769, -1.5651], [1.9805, -0.8729, -0.9534], [-3.0364, -6.4160, 1.4376], [-3.3081, -4.9230, 2.1127], [-1.5803, -5.7229, 2.0414], [-3.6051, -3.5702, 0.3211], [-3.8682, -5.0175, -0.7623], [-3.8273, -2.7796, -1.9677], [-2.8354, -4.1126, -2.5836], [-2.2224, -1.8256, -1.1385], [-2.0657, -1.2294, -3.1620], [-1.1328, -2.5554, -3.5975], [-0.4334, -0.1797, -1.8250], [0.3798, -0.4956, -3.2818], [2.5383, -1.4892, -0.2483], [1.4180, -0.2203, -0.2857], [2.7515, -0.5763, -1.6645]]}

***

{"formula": "C30H39BCl5GeN9O6Rb", "method": "ωB97M-V/def2-TZVPD", "homo_energy_ev": [-4.099, -3.598], "lumo_energy_ev": [-0.107, -0.941], "charge": -1, "spin_multiplicity": 1, "gap_ha": [0.1467, 0.0977], "symbols": ["Rb", "C", "C", "C", "C", "O", "Ge", "O", "C", "C", "C", "C", "O", "C", "C", "C", "C", "H", "H", "H", "H", "H", "H", "H", "H", "H", "H", "H", "H", "H", "H", "H", "H", "H", "H", "H", "H", "H", "H", "H", "H", "H", "H", "H", "C", "C", "N", "N", "C", "B", "N", "C", "C", "C", "N", "N", "C", "C", "C", "N", "N", "C", "C", "C", "N", "H", "H", "H", "H", "H", "H", "H", "H", "H", "H", "H", "H", "Cl", "C", "C", "C", "Cl", "C", "Cl", "C", "Cl", "C", "Cl", "O", "N", "O", "O"], "positions_angstrom": [[-0.0311, 0.1790, 0.9899], [-1.4236, -3.1785, -1.2957], [-2.7574, -2.5155, -1.0220], [-3.7872, -2.9812, -2.0578], [-3.1444, -2.7015, 0.4060], [-2.5608, -0.9932, -1.2313], [-2.4819, -0.3356, -2.9190], [-3.7389, 0.9365, -3.1655], [-5.0891, 1.1991, -2.5906], [-5.4159, 2.6170, -2.9157], [-5.9726, 0.0794, -3.1566], [-5.0789, 1.0909, -0.9782], [-1.0039, 0.6984, -2.5567], [-0.2264, 1.5350, -3.5994], [0.9523, 0.7298, -4.0966], [0.2239, 2.6886, -2.7518], [-1.1148, 2.0924, -4.6457], [-1.5527, -4.2075, -0.8951], [-1.1197, -3.1816, -2.3498], [-0.5882, -2.6566, -0.7611], [-3.8117, -4.0438, -2.2175], [-4.7620, -2.5768, -1.7992], [-3.5349, -2.5524, -3.0132], [-3.6748, -3.6106, 0.6177], [-2.3165, -2.5709, 1.1146], [-3.8767, -1.9399, 0.5826], [-5.6942, 2.6384, -3.9731], [-6.2515, 2.9916, -2.2842], [-4.5209, 3.2783, -2.8386], [-6.3161, 0.3981, -4.1754], [-5.4509, -0.8048, -3.2072], [-6.8492, 0.0802, -2.4997], [-4.7438, 2.0437, -0.5373], [-6.1073, 0.8527, -0.6463], [-4.3638, 0.3581, -0.7496], [1.4791, 0.2538, -3.2416], [0.5839, -0.1677, -4.6050], [1.6499, 1.2999, -4.6418], [0.6585, 2.2855, -1.8353], [1.0141, 3.2480, -3.2413], [-0.5528, 3.4867, -2.5341], [-1.3694, 1.2843, -5.3333], [-2.0867, 2.4791, -4.2048], [-0.6363, 2.8250, -5.2951], [3.5152, -0.6028, 4.6296], [2.1592, -0.2508, 4.3098], [2.0509, 0.3177, 3.0955], [3.2964, 0.4173, 2.6093], [4.2388, -0.1924, 3.4639], [3.7765, 1.4789, 1.5490], [3.4095, 0.8645, 0.1881], [3.6215, 1.7336, -0.9120], [3.8789, 0.9218, -1.9860], [3.9179, -0.3984, -1.4912], [3.6821, -0.4602, -0.1757], [2.9451, 2.7539, 1.9153], [3.3016, 4.0999, 2.1925], [2.0906, 4.8161, 2.2169], [1.0578, 3.8978, 2.0225], [1.5631, 2.6736, 1.8408], [5.3706, 1.6542, 1.6259], [6.2538, 0.7502, 1.1153], [7.4523, 0.9279, 1.8437], [7.2421, 1.9742, 2.7256], [6.0063, 2.4411, 2.5845], [3.9196, -1.2283, 5.4198], [1.2760, -0.3190, 4.9071], [5.2605, -0.2993, 3.1740], [3.5613, 2.8250, -0.8209], [3.8876, 1.2334, -3.0524], [4.1736, -1.3854, -1.9496], [4.2867, 4.3843, 2.5689], [1.9412, 5.8295, 2.5555], [-0.0428, 3.9501, 1.9492], [5.9506, 0.1006, 0.3496], [8.3536, 0.3082, 1.8290], [7.8739, 2.4029, 3.5114], [-0.5613, -2.4598, 5.3751], [-0.7647, -3.4482, 3.9853], [0.0572, -3.2396, 2.8114], [0.3815, -4.4821, 2.0629], [1.9006, -4.3597, 1.2617], [-0.4607, -5.5900, 2.1218], [-0.1400, -6.9558, 1.1086], [-1.5275, -5.5983, 3.0006], [-2.5992, -6.8674, 2.8912], [-1.7562, -4.4911, 3.8596], [-3.1853, -4.3991, 4.8676], [-1.0695, 0.8440, 4.2458], [-2.1499, 1.3968, 3.7966], [0.4745, -2.1472, 2.3533], [-2.4263, 1.5464, 2.6050]]}

***

{"formula": "CH5N3O", "method": "ωB97M-V/def2-TZVPD", "homo_energy_ev": -10.290, "lumo_energy_ev": 0.724, "smiles": "NNC(N)=O", "charge": 0, "spin_multiplicity": 1, "gap_ha": 0.4048, "symbols": ["C", "H", "H", "H", "H", "H", "N", "N", "N", "O"], "positions_angstrom": [[-0.4281, 0.3585, 0.0027], [1.7451, 0.8856, -0.8217], [2.2952, 0.1021, 0.7368], [0.2891, -1.3997, -0.1697], [-1.9734, -1.1795, 0.2435], [-2.2421, 0.4294, 0.4010], [1.9582, 0.0275, -0.2666], [0.4850, -0.4216, 0.2126], [-1.7470, -0.3017, -0.3395], [-0.3821, 1.4994, 0.0009]]}

***

{"formula": "C7H20NO2", "method": "ωB97M-V/def2-TZVPD", "homo_energy_ev": -12.604, "lumo_energy_ev": -2.998, "charge": 1, "spin_multiplicity": 1, "gap_ha": 0.3530, "symbols": ["C", "C", "C", "C", "C", "C", "C", "N", "H", "H", "H", "H", "H", "H", "H", "H", "H", "H", "H", "H", "H", "H", "H", "H", "H", "H", "O", "H", "H", "O"], "positions_angstrom": [[1.2742, -1.8026, -1.5621], [1.1318, -0.7755, -0.4394], [0.6280, -1.4670, 0.9426], [-0.0846, -0.6337, 2.0006], [-1.6027, -0.3591, 1.5708], [-2.3166, -1.0535, 0.5330], [-3.2387, -0.5486, -0.3780], [0.1799, 0.4007, -1.0672], [0.3027, -2.3580, -1.6776], [2.0089, -2.5844, -1.1893], [1.4796, -1.5121, -2.5302], [2.0524, -0.1634, -0.1885], [-0.0741, -2.4298, 0.7714], [1.4560, -2.0169, 1.4617], [-0.1788, -1.2945, 2.9150], [0.4588, 0.2820, 2.2721], [-2.2778, -0.5202, 2.4773], [-1.6557, 0.7765, 1.3765], [-1.9899, -1.9938, 0.4246], [-3.5464, -1.2534, -1.1291], [-3.5271, 0.4321, -0.4953], [-0.2900, 0.7973, -0.1876], [-0.3729, -0.3172, -1.5962], [0.8654, 1.0742, -1.4853], [1.3931, 3.2868, 1.6550], [-0.0112, 3.7951, 1.4518], [0.4722, 2.9830, 1.5755], [2.6151, 2.1141, -1.6974], [2.8520, 1.4745, -3.2079], [2.3319, 1.9478, -2.5700]]}

***

{"formula": "C29H44AsBN8O6Si3Ti", "method": "ωB97M-V/def2-TZVPD", "homo_energy_ev": [-9.637, -10.490], "lumo_energy_ev": [-4.257, -4.225], "s_squared": 0.757, "charge": 1, "spin_multiplicity": 2, "gap_ha": [0.1977, 0.2303], "symbols": ["Ti", "C", "C", "N", "C", "C", "N", "C", "O", "O", "C", "O", "O", "H", "H", "H", "H", "H", "N", "C", "N", "C", "N", "N", "C", "N", "C", "C", "C", "C", "C", "N", "H", "H", "H", "H", "H", "H", "H", "H", "O", "B", "O", "C", "C", "C", "C", "C", "C", "H", "H", "H", "H", "C", "Si", "C", "C", "As", "Si", "C", "C", "C", "Si", "C", "C", "C", "H", "H", "H", "H", "H", "H", "H", "H", "H", "H", "H", "H", "H", "H", "H", "H", "H", "H", "H", "H", "H", "H", "H", "H", "H", "H", "H"], "positions_angstrom": [[0.2201, -0.5661, 0.4631], [2.4084, 1.5486, -5.1511], [1.2260, 1.7729, -4.2933], [0.9192, 1.1180, -3.1989], [-0.2340, 1.6791, -2.7274], [-0.6350, 2.7076, -3.5721], [0.3097, 2.7320, -4.5529], [-1.7989, 3.6230, -3.7076], [-2.7294, 3.5834, -2.7753], [-1.8523, 4.3411, -4.6745], [-0.8869, 1.2018, -1.5121], [-1.8081, 1.8382, -0.9831], [-0.5002, 0.0743, -1.0376], [2.7183, 0.5117, -5.0805], [3.2271, 2.1785, -4.8084], [2.1811, 1.8085, -6.1824], [0.2739, 3.3741, -5.3339], [-2.4953, 2.9945, -2.0138], [-3.2221, 0.2513, 0.8170], [-2.4827, 0.0860, 1.9354], [-3.0553, 0.3967, 3.0812], [-2.3489, 0.1587, 4.1978], [-2.8583, 0.6127, 5.3445], [-1.2050, -0.5200, 4.2144], [-0.7001, -0.8477, 3.0270], [-1.2444, -0.4592, 1.8267], [0.4057, -1.7443, 2.9506], [0.8409, -2.4453, 4.0903], [1.7405, -3.4687, 3.9630], [2.2137, -3.7782, 2.6685], [1.8043, -3.0143, 1.6074], [0.9301, -1.9835, 1.6950], [-4.0951, 0.7235, 1.0023], [-2.7447, 0.5777, -0.0230], [-3.7098, 1.1447, 5.3172], [-2.3716, 0.4797, 6.2120], [0.4093, -2.1576, 5.0342], [2.0774, -4.0331, 4.8179], [2.8921, -4.6044, 2.5159], [2.2005, -3.2180, 0.6138], [1.2441, 2.3693, 0.2854], [0.9648, 1.2791, 1.0930], [1.3184, 1.5639, 2.4063], [1.8775, 2.8095, 2.3984], [2.5060, 3.4982, 3.4133], [3.0548, 4.7286, 3.0859], [2.9487, 5.2539, 1.8040], [2.3161, 4.5612, 0.7823], [1.8095, 3.3167, 1.0962], [2.5792, 3.0849, 4.4060], [3.5820, 5.2850, 3.8457], [3.3792, 6.2210, 1.5886], [2.2330, 4.9591, -0.2164], [5.5467, -0.4876, -2.7401], [4.0945, -1.7556, -2.6397], [4.7470, -3.4621, -1.9922], [3.6442, -2.0745, -4.4956], [2.2721, -0.7893, -1.0825], [3.9685, -0.6763, 0.7767], [3.5536, -0.5630, 2.6518], [4.6036, 1.0845, 0.2979], [5.4754, -1.8882, 0.8173], [0.6247, -2.5337, -1.6697], [1.4153, -4.2503, -2.0375], [-0.0837, -1.9126, -3.3461], [-0.9232, -2.9889, -0.6044], [6.2247, -0.7420, -3.5488], [6.1312, -0.4446, -1.8286], [5.1594, 0.5088, -2.9364], [5.8309, -3.4850, -1.9668], [4.4328, -4.2720, -2.6400], [4.3916, -3.6793, -0.9916], [4.1968, -2.9307, -4.8696], [3.9229, -1.2326, -5.1193], [2.5921, -2.2760, -4.6563], [2.5479, -0.2119, 2.8569], [4.2362, 0.1363, 3.1273], [3.6769, -1.5200, 3.1466], [3.8856, 1.8395, 0.6080], [4.7245, 1.1753, -0.7805], [5.5497, 1.3331, 0.7690], [5.1804, -2.8871, 1.1205], [6.1907, -1.5393, 1.5550], [5.9920, -1.9682, -0.1291], [2.0511, -4.1991, -2.9132], [0.6286, -4.9692, -2.2403], [2.0087, -4.6469, -1.2203], [0.7110, -1.7144, -4.0594], [-0.6367, -0.9856, -3.2304], [-0.7577, -2.6438, -3.7841], [-0.6682, -3.5129, 0.3185], [-1.5387, -3.6739, -1.1864], [-1.5622, -2.1311, -0.3625]]}

***

Taking the records one at a time from the top gives DFT total energy values of -3435.7564 -6537.5783 -280.5159 -483.6089 -5999.6433 Eh.